1.
Formula: C4H3NO2
Source: OMol25
Level of theory: the ωB97M-V functional and the def2-TZVPD basis

## Properties
DFT total energy	-359.35352	hartree
E_LUMO	-1.02	eV
SMILES string	C=C=C=O.N=C=O
relative energy (zero: lowest compared OMol25 entry of this formula, charge and spin)	306.7	kJ/mol
HOMO	-9.21	eV
Kohn-Sham gap	8.194	eV

```
! RIJCOSX wB97M-V def2-TZVPD def2/J DEFGRID3
* xyz 0 1
C -0.4142 0.1186 -1.4305
C -0.8014 0.3786 -0.1892
C -1.4902 0.6140 0.8307
O -2.0072 0.9022 1.8428
H -1.0553 0.1785 -2.2751
H 0.6229 0.1738 -1.5981
N 1.8647 -0.2772 0.4697
C 0.9443 -0.9666 0.8367
O 0.2367 -1.7888 1.1852
H 2.0997 0.6670 0.3277
*
```

Which charges does Mulliken predict for the atoms? In e, they are: atom 1 (C): -0.65, atom 2 (C): -0.38, atom 3 (C): 0.87, atom 4 (O): -0.44, atom 5 (H): 0.29, atom 6 (H): 0.33, atom 7 (N): -0.56, atom 8 (C): 0.65, atom 9 (O): -0.40, atom 10 (H): 0.29

=====

2.
Formula: C4H3NO2
Source: OMol25
Level of theory: the ωB97M-V functional and the def2-TZVPD basis

## Properties
DFT total energy	-359.29889	hartree
E_LUMO (spin up / spin down)	-0.94 / -1.11	eV
SMILES string	OC1=C=CC(O)=N1
relative energy (zero: lowest compared OMol25 entry of this formula, charge and spin)	450.2	kJ/mol
HOMO (spin up / spin down)	-8.04 / -9.15	eV
Kohn-Sham gap (spin up / spin down)	7.101 / 8.038	eV

```
! RIJCOSX wB97M-V def2-TZVPD def2/J DEFGRID3
* xyz 0 1
O 2.5655 -0.4813 0.0216
C 1.3851 0.0429 -0.1067
C 0.6907 1.2691 0.2188
C -0.6300 1.1456 -0.1189
C -0.7310 -0.2708 -0.1747
O -1.8643 -0.8445 0.1061
N 0.3976 -0.9446 -0.1047
H 2.2963 -1.4661 -0.0110
H -1.5415 1.7507 0.0818
H -2.5684 -0.2010 0.0877
*
```

Which charges does Mulliken predict for the atoms? In e, they are: atom 1 (O): -0.48, atom 2 (C): 0.77, atom 3 (C): -0.61, atom 4 (C): -0.31, atom 5 (C): 0.57, atom 6 (O): -0.43, atom 7 (N): -0.58, atom 8 (H): 0.46, atom 9 (H): 0.29, atom 10 (H): 0.32